Record 1
12
Properties=species:S:1:pos:R:3 method="wB97M-V/def2-TZVPD" homo_lumo_gap_ev=7.80 total_charge=0 spin_multiplicity=1 de_lowest_kj_mol=596.8 e_homo_ha=-0.3110
N -2.1285 0.8805 -1.6351
N -0.9096 0.2216 -1.5066
C -0.1802 0.0336 -0.4391
C -0.7404 -0.3839 0.8920
N 0.0728 -0.5195 1.9051
C 1.3930 -0.0343 1.5001
N 2.0216 -0.2095 0.4547
O 1.0363 -0.3622 -0.7772
H -2.3533 1.6456 -2.4845
H -2.4515 1.4892 -0.7879
H -1.7882 -0.7358 0.9822
H 2.0737 0.1955 2.2629

=====

Record 2
56
Properties=species:S:1:pos:R:3 method="wB97M-V/def2-TZVPD" homo_lumo_gap_ev="8.41 / 10.58" total_charge=+2 spin_multiplicity=4 e_homo_ha="-0.4770 / -0.5569" s_squared=3.76
V -0.2033 0.0304 -0.1514
C -1.6150 0.3044 -2.8358
C -2.8419 0.8360 -2.1505
O -2.6423 0.7163 -0.7355
C -3.7672 0.2535 0.0282
C -3.6417 -1.2204 0.2893
O -2.3151 -1.5207 0.7247
C -2.0737 -1.5885 2.1334
C -1.6825 -0.2640 2.7125
O -0.4694 0.1841 2.0659
C -0.1304 1.5562 2.4111
C -0.7186 2.5251 1.4241
O -0.1733 2.1590 0.1387
C -0.6171 2.9231 -1.0031
C -0.1255 2.1834 -2.2275
O -0.4164 0.7612 -2.1656
H -1.5803 0.5864 -3.8866
H -1.5654 -0.7791 -2.7724
H -3.7184 0.2768 -2.4850
H -3.0160 1.8847 -2.3938
H -4.7007 0.4888 -0.4856
H -3.7571 0.8167 0.9571
H -3.8079 -1.7938 -0.6219
H -4.3810 -1.5507 1.0229
H -1.2616 -2.3001 2.2724
H -2.9480 -1.9712 2.6633
H -1.4929 -0.3695 3.7804
H -2.4574 0.4898 2.5782
H 0.9540 1.6043 2.3854
H -0.4630 1.7780 3.4227
H -0.4321 3.5446 1.6798
H -1.8071 2.4683 1.3616
H -0.1605 3.9115 -0.9826
H -1.6978 3.0250 -0.9552
H 0.9559 2.2480 -2.2997
H -0.5514 2.6128 -3.1334
C 5.1536 -1.4615 -0.0388
N 4.0916 -0.4673 0.1579
C 4.5140 0.9297 0.2265
C 2.7833 -0.7331 -0.0260
N 1.8386 0.1645 -0.0892
N 2.4737 -2.0815 -0.1569
C 1.2420 -2.6678 -0.3932
N 1.3081 -4.0133 -0.4939
N 0.1501 -1.9789 -0.4711
H 6.0686 -1.0580 0.3823
H 5.3179 -1.6852 -1.0935
H 4.9712 -2.3822 0.5136
H 5.5171 0.9646 0.6384
H 3.8711 1.4955 0.8978
H 4.5226 1.4048 -0.7568
H 2.2318 1.0961 -0.0582
H 3.2473 -2.7137 -0.0784
H 2.1820 -4.5040 -0.5637
H 0.4865 -4.5291 -0.7586
H -0.6488 -2.5900 -0.6039

=====

Record 3
30
Properties=species:S:1:pos:R:3 method="wB97M-V/def2-TZVPD" homo_lumo_gap_ev="2.51 / 6.31" total_charge=-1 spin_multiplicity=2 de_lowest_kj_mol=223.2 e_homo_ha="0.0294 / -0.1126" s_squared=0.77
C -1.9286 -3.8420 2.9400
C -0.4689 -3.4990 3.5011
H -2.6467 -3.1098 3.2352
H -1.8086 -3.8952 1.8194
H -2.2012 -4.7287 3.3436
H 0.1495 -4.2203 3.0957
H -0.4308 -3.6113 4.7154
H -0.0386 -2.6570 3.1762
C -1.5873 -0.6443 0.0549
C -1.9950 0.0602 1.4695
C -0.1583 -0.2972 -0.1794
C 1.0091 -0.5827 0.4746
C 0.1718 0.7640 -1.1545
C 1.4946 1.1950 -0.8038
C -0.5553 1.2836 -2.2016
C 2.0882 2.2428 -1.5181
C 0.0065 2.3817 -2.8795
C 1.3082 2.8420 -2.5643
N 1.9552 0.4473 0.2330
H -1.6836 -1.7718 0.0365
H -2.3202 -0.2628 -0.7572
H -1.9769 -0.6416 2.3049
H 1.3045 -1.3614 1.3260
H 3.0052 0.2543 0.3663
H -1.5182 0.8640 -2.3557
H 3.0982 2.4396 -1.3743
H -0.4819 2.9980 -3.4673
H 1.6739 3.7419 -2.9699
H -2.9338 0.6224 1.3963
H -1.1867 0.7849 1.6451

=====

Record 4
12
Properties=species:S:1:pos:R:3 method="wB97M-V/def2-TZVPD" homo_lumo_gap_ev=8.67 total_charge=0 spin_multiplicity=1 smiles="I[C@]12[C@@H]3[C@H]1C=C[C@@H]32" de_lowest_kj_mol=0.0 e_homo_ha=-0.3002
I 3.2968 -0.0063 0.0385
C 1.2181 -0.0270 -0.0884
C 0.2389 0.3003 -1.1095
C -0.1409 1.1562 0.0772
C -1.0996 0.4534 0.9064
C -0.9930 -0.8590 0.6469
C 0.0886 -1.0111 -0.3427
H 0.2609 0.5061 -2.1644
H 0.1082 2.1985 0.1438
H -1.7406 0.9289 1.6231
H -1.5448 -1.6761 1.0669
H 0.3075 -1.9640 -0.7979

=====

Record 5
111
Properties=species:S:1:pos:R:3 method="wB97M-V/def2-TZVPD" homo_lumo_gap_ev="6.37 / 7.97" total_charge=-1 spin_multiplicity=4 de_lowest_kj_mol=0.0 e_homo_ha="-0.1545 / -0.2136" s_squared=3.76
V 0.3464 1.0276 0.2235
C 1.6084 -3.0317 0.1643
C 0.3358 -2.6655 0.8558
C -0.6063 -3.5572 1.3867
C -1.5156 -2.7686 2.0630
C -2.7418 -3.1771 2.8096
N -1.1141 -1.4896 1.9164
N 0.0024 -1.4125 1.1497
B -1.5608 -0.2323 2.6733
N -0.3232 0.5048 3.2365
N 0.6304 1.0921 2.4639
C 1.4988 1.6603 3.2836
C 2.6613 2.4455 2.7751
C 1.1403 1.4145 4.6181
C -0.0218 0.6763 4.5409
C -0.8589 0.1462 5.6580
N -2.3506 0.7083 1.7594
N -1.6875 1.5383 0.9178
C -2.5941 2.3522 0.3798
C -2.2395 3.4262 -0.5900
C -3.8639 2.0382 0.8857
C -3.6634 0.9876 1.7570
C -4.6554 0.2502 2.5928
H 1.5746 -4.0660 -0.1746
H 2.4481 -2.9289 0.8577
H 1.7790 -2.3767 -0.6839
H -0.6172 -4.6313 1.2922
H -2.7003 -4.2431 3.0320
H -3.6425 -2.9966 2.2170
H -2.8490 -2.6287 3.7448
H -2.2552 -0.5494 3.5956
H 2.6583 2.4882 1.6892
H 3.6033 2.0154 3.1245
H 2.6182 3.4736 3.1379
H 1.6511 1.7417 5.5086
H -0.3890 0.3981 6.6083
H -0.9657 -0.9379 5.6026
H -1.8609 0.5765 5.6442
H -1.1943 3.7163 -0.4756
H -2.8652 4.3042 -0.4191
H -2.3844 3.0933 -1.6174
H -4.8013 2.5094 0.6420
H -5.6431 0.6893 2.4544
H -4.4013 0.2937 3.6531
H -4.7099 -0.8015 2.3099
O -1.0301 2.2262 -3.5487
C -0.2360 2.0407 -2.6247
O -0.4163 1.2151 -1.6689
C 1.0708 2.8214 -2.6412
C 1.4764 3.2740 -3.8785
C 2.7141 3.8845 -4.0586
C 3.5838 4.0525 -2.9937
C 3.1517 3.6595 -1.7517
C 1.8922 3.0271 -1.4791
O 1.6203 2.6248 -0.2985
N 4.1227 3.7939 -0.6699
O 3.7676 4.2467 0.3904
O 5.2667 3.4203 -0.8944
N 3.1292 4.3144 -5.3769
O 4.2145 4.8665 -5.4895
O 2.3749 4.1232 -6.3145
H 0.8080 3.1144 -4.7121
H 4.5669 4.4747 -3.1316
Cl 0.5963 -4.1244 -2.8893
C -1.0968 -4.3275 -3.2644
C -1.4478 -5.5116 -3.8955
C -2.7657 -5.7308 -4.2533
C -3.7102 -4.7531 -3.9828
C -3.3371 -3.5777 -3.3501
C -2.0177 -3.3249 -2.9577
P -1.4455 -1.7417 -2.1303
C -0.7526 -1.0188 -3.6782
C -1.4676 -0.8727 -4.8617
C -0.8638 -0.3371 -5.9890
C 0.4694 0.0466 -5.9508
C 1.1983 -0.1155 -4.7817
C 0.5886 -0.6455 -3.6546
C -3.0719 -0.9159 -1.9696
C -3.9751 -1.4891 -1.0709
C -5.2545 -0.9762 -0.9276
C -5.6310 0.1532 -1.6429
C -4.7125 0.7742 -2.4753
C -3.4361 0.2482 -2.6381
H -0.6821 -6.2464 -4.1050
H -3.0449 -6.6531 -4.7465
H -4.7446 -4.8973 -4.2691
H -4.0947 -2.8323 -3.1623
H -2.5096 -1.1710 -4.9041
H -1.4387 -0.2079 -6.8979
H 0.9353 0.4824 -6.8261
H 2.2370 0.1932 -4.7431
H 1.1314 -0.7419 -2.7220
H -3.6796 -2.3697 -0.5068
H -5.9542 -1.4516 -0.2506
H -6.6284 0.5616 -1.5291
H -4.9823 1.6808 -3.0039
H -2.7176 0.7624 -3.2688
O 2.0579 -0.1637 -0.4645
S 3.3828 0.3812 -0.9211
C 4.4791 0.2946 0.5246
C 5.7212 -0.4675 0.0869
C 5.2195 -1.6174 -0.7846
C 4.2307 -0.9933 -1.7652
H 3.8845 -0.2509 1.2620
H 4.6691 1.3040 0.8825
H 6.2914 -0.8144 0.9495
H 6.3711 0.1898 -0.4971
H 4.7109 -2.3601 -0.1658
H 6.0313 -2.1187 -1.3127
H 3.4476 -1.6617 -2.1216
H 4.7356 -0.5562 -2.6280

=====

Record 6
64
Properties=species:S:1:pos:R:3 method="wB97M-V/def2-TZVPD" homo_lumo_gap_ev=8.73 total_charge=0 spin_multiplicity=1 smiles="COc1ccc(N2C(=O)CC[C@@H](C(=O)NCc3ccccn3)[C@@H]2c2ccc(OC)c(OC)c2)cc1" de_lowest_kj_mol=90.7 e_homo_ha=-0.2973
C 0.0277 5.7925 2.4914
O -0.7209 4.6043 2.5745
C -0.1677 3.4535 2.1004
C 1.0856 3.3536 1.5084
C 1.5462 2.1280 1.0591
C 0.7716 0.9889 1.1986
N 1.2375 -0.2854 0.7527
C 2.4396 -0.7366 1.2061
O 3.1016 -0.1074 2.0087
C 2.8652 -2.1269 0.7691
C 2.2535 -2.6162 -0.5337
C 0.7465 -2.3569 -0.5429
C 0.0393 -3.2596 0.4673
O -0.3284 -4.3760 0.1606
N -0.0959 -2.7599 1.7139
C -0.9096 -3.4230 2.6997
C -2.2535 -2.7577 2.8710
C -3.2504 -3.3574 3.6364
C -4.4697 -2.7169 3.7591
C -4.6560 -1.5016 3.1156
C -3.6019 -0.9856 2.3832
N -2.4316 -1.5929 2.2635
C 0.4833 -0.8556 -0.3555
C 0.7840 -0.1221 -1.6490
C 2.0252 0.4181 -1.9174
C 2.2710 1.0553 -3.1269
C 1.2817 1.1549 -4.0876
O 1.4187 1.7544 -5.3017
C 2.6620 2.3224 -5.6278
C 0.0077 0.6012 -3.8217
O -0.9097 0.7407 -4.8165
C -2.1930 0.2012 -4.6230
C -0.2208 -0.0228 -2.6100
C -0.4809 1.0832 1.7976
C -0.9459 2.3028 2.2376
H 0.9650 5.7168 3.0518
H 0.2457 6.0590 1.4520
H -0.5963 6.5658 2.9370
H 1.7168 4.2199 1.3904
H 2.5246 2.0623 0.6123
H 2.5862 -2.7970 1.5880
H 3.9555 -2.1304 0.7148
H 2.7021 -2.0937 -1.3813
H 2.4431 -3.6840 -0.6568
H 0.3510 -2.6496 -1.5213
H 0.1178 -1.7903 1.8906
H -0.3850 -3.4394 3.6624
H -1.0516 -4.4536 2.3593
H -3.0663 -4.3060 4.1165
H -5.2645 -3.1575 4.3432
H -5.5928 -0.9714 3.1818
H -3.6883 -0.0400 1.8631
H -0.5824 -0.7157 -0.1312
H 2.8189 0.3597 -1.1885
H 3.2501 1.4699 -3.3050
H 2.9331 3.1263 -4.9351
H 3.4586 1.5709 -5.6408
H 2.5421 2.7355 -6.6281
H -2.7038 0.6682 -3.7742
H -2.1573 -0.8831 -4.4730
H -2.7428 0.4192 -5.5372
H -1.1876 -0.4480 -2.3900
H -1.0917 0.2014 1.9300
H -1.9122 2.3906 2.7087

=====

Record 7
56
Properties=species:S:1:pos:R:3 method="wB97M-V/def2-TZVPD" homo_lumo_gap_ev=5.71 total_charge=-1 spin_multiplicity=1 de_lowest_kj_mol=193.0 e_homo_ha=-0.1277
Sr -0.2007 -1.3173 0.2913
Cl -4.5230 -3.9926 -3.7984
C -3.7424 -2.8441 -2.7737
C -4.4936 -1.9832 -1.9982
Cl -6.2188 -2.0832 -1.9928
C -3.8413 -1.0668 -1.1753
Cl -4.7826 0.0041 -0.1869
C -2.4573 -0.9564 -1.1241
O -1.8531 -0.0998 -0.3633
C -1.6700 -1.8856 -1.8945
O -0.3885 -1.8701 -1.7778
C -2.3521 -2.7995 -2.6964
Cl -1.4018 -3.9156 -3.6124
O -0.7771 -0.9187 2.3943
N -2.0511 -1.0018 2.6229
C -2.6159 -0.0918 3.4258
C -3.9376 -0.1443 3.7886
C -4.7377 -1.1620 3.2698
C -4.1639 -2.0735 2.4199
C -2.7988 -2.0106 2.0947
S -2.0622 -3.1999 1.1388
H -1.9451 0.6724 3.7848
H -4.3396 0.6042 4.4501
H -5.7846 -1.2252 3.5240
H -4.7460 -2.8674 1.9758
C 5.1916 3.1423 2.3550
C 4.8163 2.1704 1.2504
C 5.3610 2.6324 -0.0910
Sb 2.6267 1.6411 1.0488
C 1.6993 3.5704 0.4290
C 2.2705 4.8090 1.0953
C 1.7272 3.6851 -1.0852
C 2.1528 1.8365 3.1955
C 2.7541 0.6588 3.9419
C 0.6508 1.8739 3.3847
H 6.2789 3.2197 2.4229
H 4.8224 2.8064 3.3206
H 4.7988 4.1354 2.1566
H 5.2623 1.1973 1.4837
H 4.9959 3.6283 -0.3321
H 5.0587 1.9524 -0.8864
H 6.4516 2.6698 -0.0692
H 0.6598 3.4412 0.7418
H 3.2652 5.0290 0.7127
H 2.3251 4.6859 2.1757
H 1.6354 5.6719 0.8867
H 2.7489 3.7717 -1.4524
H 1.1746 4.5687 -1.4075
H 1.2659 2.8093 -1.5403
H 2.5943 2.7710 3.5551
H 2.2755 -0.2656 3.6176
H 2.5972 0.7618 5.0163
H 3.8257 0.5777 3.7613
H 0.2131 0.9501 3.0096
H 0.2033 2.7121 2.8547
H 0.4033 1.9710 4.4432

=====

Record 8
38
Properties=species:S:1:pos:R:3 method="wB97M-V/def2-TZVPD" homo_lumo_gap_ev="5.00 / 5.00" total_charge=-1 spin_multiplicity=1 de_lowest_kj_mol=421.0 e_homo_ha="-0.1250 / -0.1251"
Mo -1.7531 -2.0958 -0.0509
Se 0.9554 -1.8295 -0.4776
P 0.5829 0.2969 -0.4943
Se -1.5742 0.5843 -0.5194
C 1.4012 1.0935 -1.9158
C 0.7143 2.0205 -2.6897
C 1.3454 2.6343 -3.7635
C 2.6597 2.3204 -4.0709
C 3.3453 1.3833 -3.3101
C 2.7185 0.7669 -2.2394
C 1.3230 1.1034 0.9621
C 2.6667 0.8802 1.2681
C 3.2367 1.4848 2.3747
C 2.4670 2.3036 3.1923
C 1.1283 2.5084 2.9039
C 0.5530 1.9084 1.7907
H -0.3169 2.2517 -2.4553
H 0.8035 3.3531 -4.3647
H 3.1480 2.7956 -4.9124
H 4.3658 1.1217 -3.5597
H 3.2404 0.0059 -1.6761
H 3.2584 0.2092 0.6612
H 4.2777 1.3037 2.6105
H 2.9105 2.7662 4.0651
H 0.5192 3.1244 3.5522
H -0.5000 2.0437 1.5792
O -4.5254 -4.2495 -0.1494
P -4.8204 -2.7124 0.2600
O -6.1565 -2.3051 -0.1968
O -3.6047 -1.8825 -0.3968
O -4.5386 -2.6643 1.7722
P -2.9739 -2.4827 2.6108
O -2.7404 -4.1744 2.3992
O -3.0222 -0.9703 2.1463
O -1.4103 -2.3423 1.5557
H -5.1017 -4.4882 -0.8834
H -3.0084 -4.5006 3.2687
O -1.5743 -3.5668 -0.8466

=====

Record 9
80
Properties=species:S:1:pos:R:3 method="wB97M-V/def2-TZVPD" homo_lumo_gap_ev="2.00 / 2.22" total_charge=-2 spin_multiplicity=1 de_lowest_kj_mol=77.6 e_homo_ha="0.0197 / 0.0117"
Cs 1.6858 0.4758 0.9588
C 0.8195 -0.3471 5.0290
O 1.8653 0.0796 4.1330
C 2.5659 1.1732 4.7096
C 3.7183 1.5307 3.8327
O 3.1542 2.1538 2.6462
C 4.0481 3.0488 1.9526
C 3.3793 3.4571 0.6831
O 2.0808 3.9534 1.0688
C 1.6393 4.9629 0.2373
H 1.2338 -0.8958 5.9092
H 0.2186 -1.0288 4.4603
H 0.1927 0.4960 5.3162
H 2.8982 0.9976 5.7460
H 1.8894 2.0588 4.7670
H 4.3875 0.6824 3.4906
H 4.3703 2.2412 4.3485
H 5.0440 2.6219 1.7868
H 4.2285 3.9237 2.6220
H 3.3073 2.6729 -0.0893
H 4.0602 4.2263 0.2346
H 2.4978 5.4664 -0.2797
H 1.0859 5.6947 0.7987
H 1.0178 4.5864 -0.5432
F 0.9211 2.9211 -4.9614
C 0.9352 2.6596 -3.6405
F 1.5731 3.7032 -3.0696
F -0.3472 2.7315 -3.1575
C 1.5216 1.2587 -3.0884
O 1.2965 1.2977 -1.7895
C 0.7105 0.0330 -3.8036
F -0.6416 0.2753 -3.8102
F 1.0123 -0.2497 -5.0973
F 0.8743 -1.1270 -3.0604
C 3.0673 1.2190 -3.4109
F 3.6922 2.1339 -2.6029
F 3.4581 1.4075 -4.7182
F 3.6013 -0.0458 -3.0569
C -3.1745 2.1130 -2.3772
C -3.1572 2.6641 -0.9904
C -1.9600 2.8616 -0.1317
C -4.4119 2.9372 -0.4514
C -5.5091 2.1224 0.0293
C -5.7090 0.8533 -0.5234
C -6.9706 0.2714 -0.2932
C -7.9679 0.9477 0.3531
C -7.7570 2.2785 0.6554
C -6.4842 2.8086 0.7512
H -3.8261 2.7120 -3.0166
H -3.5412 1.0844 -2.4608
H -2.2107 1.9866 -2.8268
H -2.1945 2.5915 0.9358
H -1.5764 3.9101 -0.1120
H -1.0532 2.2916 -0.4582
H -4.6742 3.9898 -0.4014
H -4.9697 0.3368 -1.1280
H -7.1894 -0.7837 -0.5641
H -8.8727 0.4419 0.7619
H -8.6486 2.9343 0.8438
H -6.2823 3.5943 1.4534
N 0.4748 -9.7038 -3.7481
C 0.7486 -8.8755 -2.9693
C 0.9970 -7.8536 -2.0562
C 1.1115 -6.5188 -2.4975
C 1.2914 -5.4616 -1.6086
C 1.3768 -5.7198 -0.2187
C 1.3656 -7.1159 0.2183
C 1.2826 -8.1513 -0.6912
N 1.4228 -4.6987 0.7383
C 1.4505 -4.7967 2.1920
C 1.4078 -3.4963 2.6526
N 1.3715 -2.6276 1.5840
C 1.4690 -3.3521 0.4793
H 1.0051 -6.2497 -3.5598
H 1.3695 -4.4010 -1.9473
H 1.5338 -7.3818 1.2810
H 1.3300 -9.1857 -0.3428
H 1.5192 -5.6975 2.7635
H 1.2263 -3.1787 3.6786
H 1.3239 -2.9313 -0.5484

=====

Record 10
18
Properties=species:S:1:pos:R:3 method="wB97M-V/def2-TZVPD" homo_lumo_gap_ev=10.52 total_charge=0 spin_multiplicity=1 smiles="C=C[Si@@H](C)CC" de_lowest_kj_mol=124.9 e_homo_ha=-0.3460
C 2.7581 -0.9987 0.6324
C 1.6879 -0.6319 -0.0539
Si 0.2590 0.5150 0.5014
C 0.7224 2.1916 -0.2217
C -1.3578 -0.2468 -0.5160
C -1.6847 -1.5085 0.2098
H 3.5207 -1.5552 -0.0522
H 2.9817 -0.7289 1.6126
H 1.5378 -0.9790 -1.0756
H -0.0116 0.6227 1.8697
H 0.2120 2.2545 -1.1735
H 0.3716 3.0281 0.4894
H 1.8214 2.2505 -0.1075
H -2.1472 0.5304 -0.4639
H -1.0152 -0.4464 -1.5524
H -1.5795 -1.4128 1.3913
H -2.6561 -1.9604 0.0218
H -0.7117 -2.1983 -0.0577

=====

Record 11
11
Properties=species:S:1:pos:R:3 method="wB97M-V/def2-TZVPD" homo_lumo_gap_ev="7.74 / 7.23" total_charge=0 spin_multiplicity=1 de_lowest_kj_mol=270.5 e_homo_ha="-0.2980 / -0.3030"
C 0.3116 1.4060 -0.5307
C -0.0114 0.4487 0.3132
C -0.5613 0.2586 1.5804
P 0.1737 -2.1702 -0.8502
Br 2.1770 -1.9558 -1.5859
Br -0.9323 -2.2952 -2.8583
H 0.7390 1.1434 -1.5072
H 0.4233 2.5093 -0.4544
H -1.6489 0.0751 1.5483
H -0.3036 1.1401 2.1776
H -0.3670 -0.5601 2.1672